Record 1
{
  "formula": "C30H34Br4F2N4O3PbS",
  "method": "ωB97M-V/def2-TZVPD",
  "species": ["Pb", "C", "C", "C", "C", "C", "C", "C", "C", "S", "C", "N", "C", "C", "C", "C", "C", "C", "C", "C", "H", "H", "H", "H", "H", "H", "H", "H", "H", "H", "H", "H", "H", "H", "H", "H", "Br", "C", "C", "Br", "C", "Br", "C", "O", "C", "O", "C", "Br", "C", "O", "H", "H", "H", "H", "F", "C", "F", "H", "C", "N", "C", "C", "N", "N", "C", "C", "H", "H", "H", "H", "H", "H", "H", "H", "H", "H", "H", "H", "H"],
  "xyz": [[11.43804, 11.09224, 13.54706], [18.20318, 13.54174, 12.52069], [17.68028, 13.38468, 13.99087], [17.53378, 11.88063, 14.25710], [18.68468, 14.01687, 14.94892], [16.37994, 14.11103, 14.19249], [16.28922, 15.52223, 14.28223], [15.06816, 16.23115, 14.37242], [13.89966, 15.45439, 14.43038], [12.25009, 16.00943, 14.67003], [11.74868, 14.36644, 14.28228], [12.64874, 13.41909, 14.25963], [13.93840, 14.04683, 14.24994], [15.16776, 13.35638, 14.18506], [10.35869, 14.05428, 14.23978], [9.40942, 15.08475, 14.08951], [8.06945, 14.80928, 14.20033], [7.62807, 13.54193, 14.48422], [8.57357, 12.47807, 14.59546], [9.90922, 12.74530, 14.27694], [19.22983, 13.12487, 12.44596], [18.22302, 14.60344, 12.21792], [17.49087, 13.05093, 11.78303], [18.48506, 11.31851, 14.13097], [16.77634, 11.39870, 13.64856], [17.15218, 11.78022, 15.27735], [19.64164, 13.47944, 15.05917], [18.26145, 14.14405, 15.96183], [18.95802, 15.04307, 14.69098], [17.22134, 16.08142, 14.28337], [15.01440, 17.31406, 14.36799], [15.13614, 12.26968, 14.11501], [9.71811, 16.09096, 13.87898], [7.30990, 15.60330, 14.11195], [6.56573, 13.38899, 14.66451], [8.15509, 11.54634, 14.94590], [14.64196, 6.02539, 17.86584], [13.44480, 7.37864, 17.33298], [12.56573, 8.07288, 18.16098], [12.18370, 7.27485, 19.85432], [11.79754, 9.11622, 17.68186], [10.42975, 9.88414, 18.80871], [11.80013, 9.47443, 16.31408], [11.09259, 10.44969, 15.87382], [12.68547, 8.74878, 15.41213], [12.66879, 9.03636, 14.17935], [13.53346, 7.77717, 15.98877], [14.75328, 7.10545, 14.66727], [15.28103, 9.93345, 11.60311], [14.56176, 10.43470, 12.79445], [15.98020, 10.70752, 11.21780], [14.54403, 9.75356, 10.80622], [15.81871, 8.99851, 11.81811], [14.26151, 9.63480, 13.32631], [8.76481, 9.03536, 13.91670], [9.56728, 9.64895, 12.98446], [9.91936, 8.60811, 12.17213], [8.86163, 10.30208, 12.41976], [10.11524, 9.93923, 8.75850], [10.66348, 11.24795, 8.47278], [11.01478, 11.48806, 7.08470], [11.08667, 12.07476, 9.53750], [11.50592, 11.59418, 10.68066], [11.07078, 13.45517, 9.38091], [11.72444, 14.20703, 10.45173], [10.04799, 14.18274, 8.65716], [9.10676, 9.79295, 8.31894], [9.97415, 9.90077, 9.84930], [10.73858, 9.15015, 8.34290], [11.32709, 10.53232, 6.61818], [11.80111, 12.24364, 6.99818], [10.12202, 11.81145, 6.53187], [11.58123, 10.56227, 10.58295], [12.65826, 13.70903, 10.72084], [11.16419, 14.30506, 11.40539], [11.91852, 15.25146, 10.14566], [9.23699, 13.55197, 8.29408], [10.53462, 14.66419, 7.77602], [9.65489, 14.98709, 9.29515]],
  "mulliken_charge": [0.653, -1.480, 2.449, -1.727, -1.868, 0.245, -0.321, -1.315, 0.858, -0.372, 0.543, 0.330, -1.975, 0.429, 0.144, -0.792, -0.773, -0.512, -0.365, 0.157, 0.386, 0.355, 0.217, 0.384, 0.137, 0.443, 0.386, 0.421, 0.379, 0.221, 0.376, 0.522, 0.368, 0.306, 0.347, 0.512, -0.252, 0.036, 0.489, -0.271, -0.301, -0.229, 0.168, -0.383, 0.327, -0.708, -0.352, -0.198, -0.693, 0.096, 0.165, 0.180, 0.257, 0.098, -0.346, 0.024, -0.307, 0.090, -0.958, 0.229, -1.156, 0.407, -0.340, 0.197, -1.138, -1.199, 0.305, 0.230, 0.320, 0.345, 0.338, 0.290, 0.023, 0.285, 0.374, 0.425, 0.381, 0.282, 0.409],
  "e_lumo_ev": 3.843,
  "charge": -2,
  "homo_lumo_gap_ha": 0.1544,
  "e_above_lowest_kcal_mol": 0.00
}

Record 2
{
  "formula": "C10H12BrMoNP",
  "method": "ωB97M-V/def2-TZVPD",
  "species": ["C", "C", "C", "C", "C", "Mo", "P", "H", "H", "H", "H", "H", "H", "H", "H", "Br", "C", "C", "C", "C", "N", "C", "H", "H", "H", "H"],
  "xyz": [[0.60847, 1.12355, -2.45955], [0.30543, 0.44271, -3.64638], [-0.05940, -0.90415, -3.77760], [-0.08268, -1.82366, -2.71025], [0.28601, -1.56280, -1.37958], [-0.15186, 0.29418, -0.83646], [0.28231, 2.76728, -0.25847], [1.03057, 2.12818, -2.59006], [0.37158, 0.99152, -4.58985], [-0.27020, -1.28273, -4.78277], [0.51557, -2.43413, -0.75732], [-0.36666, -2.84218, -3.00512], [-0.78524, 3.46460, 0.39279], [0.43434, 3.65379, -1.35277], [1.43643, 3.18871, 0.48439], [-1.15666, -3.61215, 3.31634], [-0.70996, -1.79973, 2.95114], [-0.43089, -0.89697, 3.97629], [0.00313, 0.38641, 3.63646], [0.19487, 0.70314, 2.29732], [-0.16158, -0.14601, 1.30645], [-0.64364, -1.38733, 1.62051], [-0.54839, -1.21780, 5.00217], [0.20023, 1.13960, 4.39368], [0.61575, 1.65971, 1.98226], [-0.91752, -2.03374, 0.78641]],
  "mulliken_spin": [-0.388, 0.174, -0.202, 0.117, -0.192, 2.483, -0.005, -0.017, 0.001, -0.011, 0.003, 0.021, 0.019, 0.003, -0.007, 0.000, -0.001, 0.012, -0.009, 0.009, -0.007, -0.014, 0.000, 0.000, -0.002, 0.011],
  "multiplicity": 3,
  "s2": 2.261,
  "e_lumo_ev": [-4.433, -4.255],
  "charge": 1,
  "homo_lumo_gap_ha": [0.2422, 0.2676]
}

Record 3
{
  "formula": "C32H58N4O15",
  "method": "ωB97M-V/def2-TZVPD",
  "species": ["C", "C", "C", "O", "C", "O", "O", "H", "H", "H", "H", "H", "H", "C", "O", "C", "O", "O", "C", "H", "H", "H", "H", "H", "H", "C", "O", "C", "O", "O", "C", "H", "H", "H", "H", "H", "H", "C", "O", "C", "O", "O", "C", "H", "H", "H", "H", "H", "H", "C", "O", "C", "O", "O", "C", "H", "H", "H", "H", "H", "H", "C", "C", "C", "C", "N", "H", "H", "H", "H", "H", "H", "H", "C", "C", "C", "C", "N", "H", "H", "H", "H", "H", "H", "H", "C", "C", "C", "C", "N", "H", "H", "H", "H", "H", "H", "H", "C", "C", "C", "C", "N", "H", "H", "H", "H", "H", "H", "H"],
  "xyz": [[-0.20463, 3.33543, -3.96385], [-0.27400, 3.96296, -2.59499], [1.07020, 4.58658, -2.07412], [0.80952, 5.94675, -2.03847], [-0.48752, 6.15543, -2.40203], [-1.04803, 7.26072, -2.47763], [-1.08389, 5.07067, -2.71899], [0.09717, 4.01048, -4.76542], [-1.21436, 2.98417, -4.20256], [0.43036, 2.40817, -3.89778], [-0.70999, 3.27340, -1.86584], [1.98078, 4.36466, -2.64256], [1.25873, 4.21038, -1.05844], [2.46029, 2.77584, 5.73112], [1.95830, 1.48409, 5.63394], [1.20227, 1.06735, 4.61397], [0.71712, 1.93932, 3.60931], [0.93504, -0.22730, 4.56661], [0.16041, -0.67645, 3.49768], [1.88437, 3.45351, 5.13710], [3.47317, 2.70338, 5.37911], [2.38403, 3.14944, 6.75614], [0.02550, -1.79924, 3.57355], [0.80383, -0.41185, 2.64496], [-0.80771, -0.15280, 3.49462], [-2.88694, -3.49369, -0.95279], [-2.69196, -4.81921, -1.48794], [-1.41292, -5.14672, -1.61007], [-0.29958, -4.24313, -1.34582], [-1.18570, -6.43898, -1.81647], [0.10388, -6.94328, -1.79434], [-2.19712, -2.76993, -1.39941], [-2.83346, -3.53185, 0.14453], [-3.85913, -3.09518, -1.15264], [0.62752, -6.60383, -2.62120], [0.09015, -8.03618, -1.74797], [0.64670, -6.68892, -0.90750], [-4.30829, 5.45012, -1.99763], [-3.50328, 4.52326, -1.29840], [-2.80724, 4.85103, -0.22198], [-2.75205, 6.20389, 0.27566], [-2.18109, 3.77692, 0.24384], [-1.44697, 3.86832, 1.37036], [-5.10515, 5.76722, -1.31222], [-4.80549, 4.92590, -2.76959], [-3.73431, 6.25594, -2.43033], [-0.70561, 3.06259, 1.36856], [-2.14766, 3.69058, 2.17971], [-1.01246, 4.89083, 1.49426], [2.39517, -5.14355, 5.42934], [1.16050, -5.27346, 4.82449], [0.85254, -4.84817, 3.59034], [1.60779, -3.84814, 2.91811], [-0.24265, -5.40664, 3.01029], [-0.58893, -4.92476, 1.71350], [2.68928, -4.10043, 5.52734], [3.17880, -5.66269, 4.88560], [2.39301, -5.58432, 6.45700], [-1.50763, -5.49841, 1.40442], [0.23098, -5.12950, 1.02874], [-0.76121, -3.81967, 1.85599], [4.77053, 1.29151, 0.99045], [3.28366, 1.34379, 1.26553], [2.59808, 2.39223, 0.38502], [2.38109, 1.88738, -0.98921], [2.21910, 1.51587, -2.04390], [5.35395, 2.09622, 1.49040], [5.00504, 1.18391, -0.06714], [5.26265, 0.42695, 1.42056], [3.03528, 1.72710, 2.26249], [2.89294, 0.36032, 1.08733], [3.12476, 3.33083, 0.40286], [1.68130, 2.62137, 0.87106], [-4.01721, 2.08988, -3.18655], [-4.40196, 0.80893, -4.01184], [-3.70493, -0.42782, -3.62326], [-2.24376, -0.28626, -3.63411], [-1.09026, -0.12218, -3.59383], [-4.11174, 2.03159, -2.06503], [-4.63654, 2.88431, -3.56429], [-2.99316, 2.37845, -3.35932], [-4.08066, 1.00594, -5.02776], [-5.46693, 0.70108, -4.04554], [-3.86531, -1.12426, -4.38155], [-4.04677, -0.93775, -2.67402], [4.23823, -2.15987, 0.67005], [3.51604, -2.11948, -0.72118], [2.36630, -3.11839, -0.91364], [2.80269, -4.54262, -0.97740], [3.13491, -5.64389, -1.00856], [3.53928, -1.94646, 1.41438], [5.00274, -1.46863, 0.80336], [4.81175, -3.07611, 0.87016], [4.23463, -2.35227, -1.50218], [3.25669, -1.06901, -0.97643], [1.73401, -2.86660, -1.80382], [1.66755, -3.07162, -0.06598], [-0.01553, -0.86677, -0.53811], [-0.69137, 0.40061, -0.13404], [-2.17102, 0.23179, -0.03826], [-2.63052, -0.65061, 1.08320], [-2.99053, -1.33385, 1.94325], [1.06351, -0.71098, -0.56304], [-0.27760, -1.22492, -1.49908], [-0.29582, -1.76296, 0.12842], [-0.44307, 1.11886, -0.88867], [-0.24685, 0.90421, 0.73645], [-2.67976, -0.17193, -0.90791], [-2.69583, 1.23104, 0.18943]],
  "mulliken_charge": [-1.454, 1.942, -0.155, -0.368, 0.544, -0.623, -0.452, 0.428, 0.176, 0.243, -0.750, 0.328, 0.067, -0.625, -0.378, 0.693, -0.469, -0.298, 0.207, 0.277, 0.276, 0.272, -0.163, -0.155, 0.293, -0.301, -0.360, 0.595, -0.407, -0.353, -0.642, -0.032, 0.228, 0.422, 0.343, 0.267, 0.228, -0.720, 0.019, 0.443, -0.653, -0.021, -0.456, 0.324, 0.199, 0.298, -0.177, 0.269, 0.484, -0.591, -0.336, 0.574, -0.433, -0.363, 0.170, 0.258, 0.311, 0.221, 0.184, -0.032, -0.040, -1.626, 1.024, -0.259, 0.403, -0.524, 0.374, 0.367, 0.427, -0.031, -0.557, 0.830, -0.318, -0.269, -0.872, -0.314, 0.344, -0.510, 0.246, 0.259, -0.146, 0.311, 0.449, 0.515, 0.063, -1.188, -0.280, 1.013, -0.031, -0.643, 0.200, 0.326, 0.416, 0.451, 0.000, 0.326, -0.485, -0.187, 2.311, 1.731, -0.181, -0.667, -0.670, 0.307, -0.130, -0.953, -0.800, -0.869, 0.038],
  "smiles": "C[C@H]1COC(=O)O1.COC(=O)OC.COC(=O)OC.COC(=O)OC.COC(=O)OC.CCCC#N.CCCC#N.CCCC#N.CCCC#N",
  "e_lumo_ev": 0.302,
  "homo_lumo_gap_ha": 0.3823,
  "e_above_lowest_kcal_mol": 30.14
}

Record 4
{
  "formula": "C2H6N2O2",
  "method": "ωB97M-V/def2-TZVPD",
  "species": ["C", "C", "N", "N", "O", "O", "H", "H", "H", "H", "H", "H"],
  "xyz": [[1.99462, 0.02906, -0.02959], [-2.37336, 0.30540, 0.04064], [0.54267, 0.27785, 0.02447], [-0.28577, -0.60402, 0.27760], [0.15277, 1.45034, -0.19034], [-0.10018, -1.81548, 0.35584], [2.23246, -0.90123, 0.44389], [2.69194, 0.80521, 0.13159], [1.97986, -0.20151, -1.18078], [-2.48486, 0.10788, 1.09179], [-2.42609, -0.58030, -0.53067], [-1.92405, 1.12680, -0.43443]],
  "mulliken_charge": [-0.683, -0.407, 0.777, 0.068, -0.801, -0.629, 0.264, 0.301, 0.290, 0.265, 0.260, 0.294],
  "e_lumo_ev": [-0.898, -1.409],
  "homo_lumo_gap_ha": [0.2683, 0.2468],
  "e_above_lowest_kcal_mol": 198.83
}

no.,molar mass (g mol⁻¹)
1,1095.51
2,353.03
3,738.83
4,90.08